C11H20GaN3P2 | ωB97M-V/def2-TZVPD

Values from the calculation:
- energy relative to the best compared isomer or geometry (same formula, charge and spin) (kJ/mol) = 53.9
- Kohn-Sham gap (alpha / beta) (eV) = 4.494 / 4.177
- lowest unoccupied orbital energy (alpha / beta) (eV) = -1.23 / -1.24
- 2S+1 = 1
- E_tot (hartree) = -3202.64594
- maximum force (eV/Å) = 3.72

Last column: natural (NBO) charge in e.
Cartesian coordinates (Å):
C (-0.724, 0.117, -3.845)  -0.350
C (-1.523, 1.173, -3.352)  -0.365
C (-0.669, 2.261, -2.990)  -0.338
C (0.684, 1.891, -3.264)  -0.366
C (0.695, 0.571, -3.773)  -0.335
Ga (0.785, -2.475, -0.830)  0.203
P (-0.305, -4.335, -1.561)  0.063
H (-1.056, -0.847, -4.225)  0.188
H (-2.610, 1.166, -3.275)  0.195
H (-0.994, 3.220, -2.593)  0.192
H (1.558, -0.018, -4.076)  0.199
H (1.560, 2.519, -3.111)  0.196
H (0.568, -5.157, -2.356)  0.075
H (-1.435, -4.061, -2.410)  0.057
H (-0.785, -5.200, -0.516)  0.043
C (1.343, 0.805, 3.097)  -0.072
N (1.227, 1.514, 1.799)  -0.445
C (-0.145, 2.057, 1.668)  -0.080
N (-1.188, 1.010, 1.779)  -0.455
C (-1.033, 0.300, 3.073)  -0.071
N (0.326, -0.261, 3.267)  -0.459
C (0.573, -1.395, 2.373)  -0.498
P (0.458, -0.828, 0.599)  0.717
C (1.586, 0.655, 0.663)  -0.494
C (-1.166, 0.088, 0.636)  -0.522
H (1.189, 1.544, 3.900)  0.209
H (2.342, 0.354, 3.169)  0.202
H (-0.240, 2.554, 0.691)  0.227
H (-0.302, 2.776, 2.489)  0.204
H (-1.762, -0.522, 3.116)  0.199
H (-1.215, 1.026, 3.881)  0.208
H (1.578, -1.806, 2.541)  0.234
H (-0.177, -2.182, 2.538)  0.226
H (1.495, 1.203, -0.288)  0.278
H (2.620, 0.297, 0.770)  0.234
H (-1.977, -0.648, 0.729)  0.222
H (-1.281, 0.633, -0.313)  0.280